ORCA calculation (wB97M-V/def2-TZVPD) on C8H6 in the gas phase.

Values from the calculation:
Lowest unoccupied orbital energy   -0.493 eV
HOMO   -8.43 eV
ΔE to the lowest compared entry with this formula, charge and spin   3.9098 eV

ORCA input file:
```
! RIJCOSX wB97M-V def2-TZVPD def2/J DEFGRID3
* xyz 0 1
C 0.5102 1.1473 -0.0780
H -2.2040 -0.1601 0.6681
H -0.2943 -1.9319 -0.8610
C -1.8213 0.5015 -0.0022
C 1.4376 -1.4175 0.1199
C -0.3705 0.1063 -0.1731
H -1.9546 1.5599 0.4973
H -0.6314 -1.8696 0.8952
H -2.3100 0.3791 -0.9119
C 2.3765 -0.6224 0.0864
C 1.9135 0.9912 -0.0826
C 3.1565 0.5981 -0.1647
C -0.0345 -1.3895 -0.0319
H 0.2262 2.1077 0.0385
*
```

ORCA calculation (wB97M-V/def2-TZVPD) on a molecular structure, C8H6AuI2NO4.

Values from the calculation:
Lowest unoccupied orbital energy   -1.102 eV
HOMO   -8.42 eV

ORCA input file:
```
! RIJCOSX wB97M-V def2-TZVPD def2/J DEFGRID3
* xyz 0 1
C -1.8200 -2.6522 -0.0023
H -3.2401 -1.0876 -0.0047
I 4.9206 2.7399 -0.0194
N -2.8390 -3.6808 -0.0046
C 0.1631 -0.6383 0.0021
C 0.4891 -2.0331 0.0023
I 1.9356 4.7591 -0.0032
H 1.5443 -2.2707 0.0042
O 1.1511 0.1766 0.0043
Au 1.1938 2.2831 0.0017
C -2.1860 -1.3324 -0.0027
C 4.1059 4.6932 0.0067
H 4.4272 5.2199 -0.8821
H -2.8930 1.0404 -0.0037
O -1.2133 2.1118 -0.0003
C -0.4581 -3.0082 0.0002
H 4.4186 5.1921 0.9144
H -0.1943 -4.0559 0.0003
O -2.4721 -4.8449 -0.0042
O -4.0112 -3.3379 -0.0068
C -1.2351 -0.3028 -0.0006
C -1.7873 1.0288 -0.0016
*
```

> The lowest lowest unoccupied orbital energy belongs to which entry?

C8H6AuI2NO4

> Which formula does entry 1 have?

C8H6

> HOMO of number 1 (C8H6)?

-8.43 eV

> Which formula does entry 2 have?

C8H6AuI2NO4